No. 1
61
Properties=species:S:1:pos:R:3:forces:R:3:nbo_charge:R:1 method="wB97M-V/def2-TZVPD" spin_multiplicity=1 molar_mass_g_mol=967.0 orbital_gap_ha=0.188 largest_force_ev_per_a=6.3 homo_ev=-0.02 lumo_energy_ha=0.1868 charge=-3
Zn -3.894370 13.261370 -3.184600 0.59 -1.44 0.17 1.764
S -3.182690 16.755760 -3.154080 -0.76 -2.64 -2.43 1.221
S -3.822510 9.651940 -4.909470 -6.00 -1.85 0.06 2.268
S -2.577640 13.308370 -6.253100 -3.41 1.49 -0.22 2.315
S -0.847090 13.336990 -1.459860 0.79 -1.09 0.76 2.290
S -4.251370 10.641720 -0.743320 5.95 -1.08 -1.43 2.298
S -7.078660 14.644560 -1.475300 1.69 -2.27 -0.88 1.267
S -6.268560 13.181480 -5.570860 1.46 -0.59 -3.87 2.281
F -0.046140 11.752740 -3.491220 0.59 0.46 -1.40 -0.297
F -0.307270 14.755870 -6.545570 0.34 1.28 -0.12 -0.337
F -7.774810 11.117130 -4.535310 -0.99 2.08 -0.28 -0.316
F -8.426960 13.252030 -4.046980 -0.68 -0.89 0.52 -0.346
F -5.616130 11.819700 0.975700 -0.76 0.51 1.19 -0.328
F -0.621960 13.281380 -8.149600 0.00 0.55 0.91 -0.367
F 0.085890 12.726130 -6.206260 1.48 -1.75 1.15 -0.303
F 1.496750 12.439940 -2.210660 2.76 -0.51 0.29 -0.326
F -8.838340 12.404310 -5.982640 -0.89 -0.41 -0.45 -0.325
F -6.174190 9.706570 0.804220 -0.12 -0.07 0.51 -0.334
F -2.327950 7.989220 -6.290130 0.25 -0.79 -0.23 -0.330
F 0.744950 13.903060 -3.626380 0.38 -0.80 -1.00 -0.334
F -1.303020 8.784060 -4.519280 -0.29 -0.38 -0.37 -0.337
F -6.848600 11.138610 -0.634990 -0.97 0.18 -0.54 -0.324
F -1.571820 10.017370 -6.274280 -0.21 -0.69 0.30 -0.338
O -3.201080 12.208400 -6.913950 2.17 -0.87 -0.11 -0.893
O -4.440410 8.484210 -4.080190 2.65 2.72 -3.06 -0.987
O -4.570370 9.987220 -6.158650 1.79 -2.21 1.57 -0.971
O -0.826510 12.266040 -0.480720 0.30 -0.06 -1.06 -0.961
O -5.420150 13.088440 -4.383590 -1.21 0.03 0.01 -1.090
O -4.164290 9.360710 -1.463330 -1.38 1.63 1.87 -0.925
O -5.748160 13.909250 -1.778590 -3.06 1.80 1.32 -0.931
O -3.232240 10.810710 0.333920 -2.58 -0.85 -0.68 -0.983
O -2.121320 13.475570 -2.161830 1.30 0.49 0.37 -1.058
O -6.536010 14.599550 -5.956490 -0.54 -2.04 1.03 -0.999
O -0.253890 14.537210 -0.861910 -0.39 0.53 -1.21 -1.029
O -3.678350 10.853170 -4.147240 1.63 0.24 0.87 -0.996
O -4.124430 11.797240 -1.636410 -1.61 -0.01 0.39 -1.058
O -3.641840 15.298140 -2.990550 0.66 3.04 0.35 -1.025
O -5.805290 12.306270 -6.687060 -2.27 2.22 2.59 -0.898
O -3.309000 14.519210 -6.673270 1.98 0.61 0.16 -1.029
O -2.495500 13.268220 -4.784710 1.31 -0.04 -0.61 -1.074
C -1.775650 16.716240 -4.369310 -0.50 0.14 -0.50 -0.815
C -7.549970 14.244110 0.212770 -0.21 -0.28 1.66 -0.862
C -2.171170 9.050710 -5.521910 0.19 1.88 0.58 0.709
C 0.474660 12.813730 -2.901210 -4.89 1.13 3.69 0.762
C -4.495990 17.261830 -4.325500 -0.98 0.88 0.55 -0.814
C -7.984050 12.402910 -4.990590 3.86 0.30 0.09 0.744
C -6.668040 16.320130 -1.184700 1.80 1.88 -0.34 -0.892
C -5.834900 10.815390 0.141130 1.17 -0.14 -0.82 0.699
C -0.719050 13.529150 -6.783160 -3.08 -0.29 -1.66 0.730
H -1.166960 17.619450 -4.411760 0.35 -0.05 1.13 0.204
H -6.634200 16.860360 -2.130810 -1.04 0.03 -0.18 0.237
H -5.591430 16.398520 -1.033420 0.29 -0.69 0.74 0.266
H -1.273170 15.768490 -4.175960 0.28 0.25 0.15 0.289
H -5.345770 16.848060 -3.782580 -0.15 -0.01 -0.21 0.234
H -8.071130 13.289860 0.289580 0.77 -0.40 -0.47 0.246
H -7.134490 16.900240 -0.388470 -0.47 -0.35 -0.18 0.221
H -6.700430 14.309430 0.892560 0.52 -0.65 -0.42 0.246
H -8.247830 14.844640 0.796260 -0.44 1.08 -0.98 0.212
H -4.586120 16.904330 -5.351250 0.94 -0.83 0.20 0.284
H -4.671400 18.335370 -4.395180 0.35 0.35 0.35 0.188
H -2.117110 16.723760 -5.404420 -0.73 -0.76 0.15 0.255

***

No. 2
20
Properties=species:S:1:pos:R:3:forces:R:3:nbo_charge:R:1 method="wB97M-V/def2-TZVPD" spin_multiplicity=1 molar_mass_g_mol=110.2 orbital_gap_ha=0.236 largest_force_ev_per_a=4.5 homo_ev=-13.16 lumo_energy_ha=-0.2472 charge=+1 relative_energy_kcal_mol=117.83
N 0.930456 0.287335 -0.417259 0.27 -0.53 2.32 -0.478
C -2.652225 0.305770 -0.215601 1.98 0.83 -1.47 0.465
C 1.733268 -0.169183 1.798542 -2.79 -1.56 0.84 -0.671
C -2.561520 -1.032352 0.062115 -1.31 1.04 1.07 -0.423
C 1.927914 0.092715 0.360858 -1.40 -0.29 -0.69 0.145
C -1.689714 -1.437429 0.996569 0.99 -1.82 0.17 0.003
C 1.203612 0.519485 -1.780080 3.57 1.52 -0.51 -0.442
C -2.435020 1.516872 -0.591629 -3.45 -0.51 2.83 -0.458
H 0.785686 0.371927 2.145880 1.53 -0.53 -0.22 0.214
H -1.012263 -0.730644 1.471069 -0.04 -0.40 0.11 0.244
H 1.636207 -0.351693 -2.283215 -0.30 -0.01 -0.03 0.215
H -3.233640 2.213583 -0.141853 1.26 -0.58 -0.85 0.322
H 0.339800 0.854331 -2.281099 -0.86 0.44 -0.83 0.187
H 2.063054 1.341615 -1.815781 -1.86 -1.41 -0.47 0.200
H 2.572450 0.018519 2.405332 0.97 0.83 0.69 0.245
H -1.545008 1.869311 -1.010405 1.18 0.44 -1.01 0.316
H -3.288624 -1.710733 -0.260094 -0.79 -0.89 -1.24 0.269
H -1.629292 -2.577131 1.103388 0.28 1.89 0.35 0.249
H 1.539931 -1.282548 2.046497 0.20 1.42 -0.79 0.231
H 2.934231 0.060321 -0.022252 0.57 0.13 -0.26 0.167

***

No. 3
23
Properties=species:S:1:pos:R:3:forces:R:3:nbo_charge:R:1 method="wB97M-V/def2-TZVPD" spin_multiplicity=1 molar_mass_g_mol=126.2 orbital_gap_ha=0.314 largest_force_ev_per_a=7.4 homo_ev=-7.68 lumo_energy_ha=0.0319 charge=0 relative_energy_kcal_mol=122.66
N 3.134988 -0.704248 0.744446 -0.03 -0.05 0.57 -0.655
N -1.801558 -0.132832 -0.159574 2.28 0.74 0.99 -0.505
C 2.728309 1.635015 0.345270 -0.12 0.08 0.00 -0.704
C -2.623231 1.024545 0.078310 -0.16 0.12 0.16 -0.424
C 0.600166 -0.258354 -0.449407 6.73 0.62 1.81 0.046
C -0.045002 0.243540 0.500713 -7.26 -0.67 -1.40 -0.070
C 2.337138 0.194289 0.399161 -1.35 -1.20 -2.49 0.352
C 0.689874 -1.105820 -1.640873 -0.44 0.22 -0.20 -0.684
C -2.309630 -1.307912 0.500359 -0.11 0.09 0.52 -0.423
H 2.492568 2.051990 -0.635204 -0.08 -0.02 0.04 0.229
H -3.272434 -1.630062 0.072499 0.16 0.17 -0.06 0.188
H -1.609606 -2.137376 0.390810 0.02 0.00 0.03 0.191
H -0.129757 0.870041 1.363761 0.56 0.06 0.18 0.232
H -2.487179 -1.131545 1.578318 0.01 -0.21 -0.03 0.153
H 1.335593 -0.625728 -2.379873 -0.12 -0.07 -0.02 0.234
H -0.318746 -1.230215 -2.036737 0.07 -0.09 -0.13 0.259
H -2.704088 1.295658 1.148607 -0.03 0.01 -0.06 0.148
H 1.117774 -2.085108 -1.415346 -0.03 0.10 0.14 0.234
H -3.650315 0.855804 -0.279816 0.14 -0.05 0.01 0.191
H -2.227240 1.883546 -0.466964 0.01 0.00 0.05 0.195
H 3.800985 1.738396 0.524560 -0.13 -0.07 0.11 0.237
H 2.178546 2.210370 1.091536 -0.01 0.06 -0.02 0.227
H 2.762844 -1.653996 0.725443 -0.11 0.15 -0.21 0.348

***

What did the second record say?
20
Properties=species:S:1:pos:R:3:forces:R:3:nbo_charge:R:1 method="wB97M-V/def2-TZVPD" spin_multiplicity=1 molar_mass_g_mol=110.2 orbital_gap_ha=0.236 largest_force_ev_per_a=4.5 homo_ev=-13.16 lumo_energy_ha=-0.2472 charge=+1 relative_energy_kcal_mol=117.83
N 0.930456 0.287335 -0.417259 0.27 -0.53 2.32 -0.478
C -2.652225 0.305770 -0.215601 1.98 0.83 -1.47 0.465
C 1.733268 -0.169183 1.798542 -2.79 -1.56 0.84 -0.671
C -2.561520 -1.032352 0.062115 -1.31 1.04 1.07 -0.423
C 1.927914 0.092715 0.360858 -1.40 -0.29 -0.69 0.145
C -1.689714 -1.437429 0.996569 0.99 -1.82 0.17 0.003
C 1.203612 0.519485 -1.780080 3.57 1.52 -0.51 -0.442
C -2.435020 1.516872 -0.591629 -3.45 -0.51 2.83 -0.458
H 0.785686 0.371927 2.145880 1.53 -0.53 -0.22 0.214
H -1.012263 -0.730644 1.471069 -0.04 -0.40 0.11 0.244
H 1.636207 -0.351693 -2.283215 -0.30 -0.01 -0.03 0.215
H -3.233640 2.213583 -0.141853 1.26 -0.58 -0.85 0.322
H 0.339800 0.854331 -2.281099 -0.86 0.44 -0.83 0.187
H 2.063054 1.341615 -1.815781 -1.86 -1.41 -0.47 0.200
H 2.572450 0.018519 2.405332 0.97 0.83 0.69 0.245
H -1.545008 1.869311 -1.010405 1.18 0.44 -1.01 0.316
H -3.288624 -1.710733 -0.260094 -0.79 -0.89 -1.24 0.269
H -1.629292 -2.577131 1.103388 0.28 1.89 0.35 0.249
H 1.539931 -1.282548 2.046497 0.20 1.42 -0.79 0.231
H 2.934231 0.060321 -0.022252 0.57 0.13 -0.26 0.167